{"formula": "C3H10NOS", "method": "the ωB97M-V functional and the def2-TZVPD basis", "species": ["C", "S", "H", "H", "C", "H", "H", "H", "H", "N", "C", "H", "O", "H", "H", "H"], "xyz": [[-0.926, -0.875, 0.190], [1.713, 0.927, -0.766], [-1.590, -0.376, -0.526], [0.819, -1.393, 1.785], [-0.271, 0.180, 1.069], [-1.062, 0.540, 1.741], [-1.562, -1.523, 0.809], [1.664, -0.078, 1.595], [0.738, -0.116, -2.448], [0.764, -0.395, 1.960], [0.307, 1.359, 0.308], [-0.457, 1.872, -0.291], [0.174, -0.513, -3.178], [0.612, 2.103, 1.043], [-0.712, -0.282, -2.879], [-0.213, -1.433, -0.410]], "mulliken_charge": [-1.501, -0.612, 0.247, 0.222, 0.588, 0.157, 0.368, 0.324, 0.204, -0.723, -1.056, 0.366, -0.650, 0.317, 0.290, 0.460], "de_lowest_kcal_mol": 0.56, "total_energy_ha": -648.5307, "orbital_gap_ev": 7.05, "charge": -1, "spin_multiplicity": 1, "lumo_energy_ev": 4.1}